(1)
{
  "formula": "C39H56F4O12S3",
  "method": "ωB97M-V/def2-TZVPD",
  "elements": ["H", "O", "H", "H", "H", "C", "H", "C", "C", "H", "H", "C", "H", "F", "H", "C", "C", "H", "S", "H", "C", "C", "H", "O", "O", "C", "O", "C", "H", "H", "C", "O", "H", "H", "C", "C", "C", "S", "C", "H", "S", "O", "C", "O", "C", "H", "H", "H", "H", "O", "C", "H", "C", "H", "C", "H", "H", "H", "C", "C", "C", "F", "O", "C", "H", "C", "H", "H", "C", "O", "H", "H", "C", "H", "C", "C", "H", "C", "H", "H", "O", "H", "H", "C", "H", "H", "F", "H", "C", "H", "H", "C", "H", "H", "H", "C", "F", "H", "C", "C", "C", "H", "H", "H", "H", "H", "H", "C", "H", "H", "H", "O", "H", "C"],
  "coordinates": [[-1.85529, -1.85663, 6.02013], [-0.58568, -5.19164, 2.52140], [-5.92905, 4.85455, -4.17911], [-0.81071, 1.06308, -2.63939], [-3.72329, 4.86417, -0.52779], [2.97738, 3.20124, -3.55420], [6.84272, -1.29018, 6.14862], [-1.86345, -8.25134, 3.49080], [-0.59883, 0.46656, 5.71941], [1.69064, 0.71790, -2.57577], [-0.84458, -0.68955, -4.63475], [-1.58569, -1.45473, -7.80194], [3.46605, -0.15130, 1.77311], [-0.16922, -2.03052, -9.58110], [-1.04333, 6.21050, -3.44359], [1.64732, -0.30338, -0.73186], [-4.96766, -0.98026, -2.78619], [2.75740, 2.40864, -2.84027], [4.84333, 1.58910, 2.37685], [1.79429, -1.65692, -7.90438], [-4.19531, -3.25810, -1.35288], [-4.89878, 4.96431, -2.26026], [-1.13572, 0.63463, 6.65229], [2.37915, 4.42437, -3.22596], [-2.18417, -5.74051, 4.02261], [-1.09976, 0.09848, -0.78144], [-0.66788, 4.22193, 2.05251], [1.85633, 4.30478, 1.36201], [1.42152, 4.09170, 0.38506], [-3.79980, -1.81841, 0.25092], [0.79524, -1.50605, -7.51163], [-0.79013, -0.90450, 3.52069], [-0.89297, 6.78096, -1.84866], [6.57166, 1.57595, 0.73857], [-1.37471, -6.02743, 3.20295], [-1.75008, -1.26977, -6.43808], [1.10803, 4.39485, -2.85654], [-1.66902, -0.09394, 4.39986], [0.84700, -0.78587, 0.27556], [3.50459, -2.61225, 2.57638], [0.65158, 3.83008, 2.60162], [5.67864, -1.66626, 4.07645], [-0.63173, -1.04539, -5.63602], [-1.16153, -7.23818, 2.75961], [-2.55587, -1.24647, 5.44362], [-3.13052, -0.71181, 6.21012], [1.45908, -0.83858, -5.56548], [-5.22291, -2.32288, -4.44071], [4.75992, -0.03957, 0.52622], [4.79986, -1.58655, 6.10855], [-4.97719, -2.23335, -3.38839], [-1.24453, 5.05439, -2.09231], [-4.35370, 3.44412, -4.00894], [-2.33133, 3.05483, -1.28845], [4.52700, 0.01525, 1.58986], [-0.54665, -3.27338, 1.98340], [5.96186, -0.87519, 7.60117], [5.10266, -0.79466, 2.03955], [-4.59649, -0.90467, -1.45251], [3.64748, -3.34141, 3.37772], [-3.32422, 2.89482, -3.27153], [1.43903, -1.40737, 1.34237], [4.09150, 2.57829, 1.57194], [-3.08786, 3.37887, -1.99246], [0.18016, 1.41977, 2.85494], [0.63912, -1.21766, -6.16558], [-2.43913, -1.48526, -8.47172], [-3.26059, -1.87338, 4.90446], [-0.32470, 0.49652, -1.85966], [0.42584, 3.42045, -2.74101], [4.05433, 3.33775, -3.59559], [-5.47587, 5.81285, -1.91382], [-4.15607, -1.99945, -0.75774], [2.77973, -3.97669, 3.45582], [-0.68160, 5.90317, -2.45643], [-4.54880, -3.35602, -2.68881], [5.85956, 0.17579, 6.11786], [-0.31643, -1.68573, -8.29960], [-2.16359, 0.24866, -0.89554], [0.28088, -3.61641, 3.54249], [3.73069, -2.65234, 4.62966], [2.67284, 2.83803, -4.54186], [-4.48965, -4.31845, -3.18509], [0.88192, 2.08042, 2.33457], [7.11723, 0.92606, 2.30757], [6.91465, 2.70431, 2.09213], [-4.67144, 0.28950, -0.81291], [1.90939, 1.77335, 2.52072], [-0.50726, -0.51817, 0.29108], [-5.19740, -0.05806, -3.30735], [-0.05397, 1.36243, 5.42091], [-0.58477, -3.81935, 2.91533], [-2.89694, -7.94021, 3.57779], [0.17130, -0.28440, 5.92172], [-3.87327, -4.11678, -0.78102], [-3.82409, 4.46063, -1.52543], [-4.58105, 3.00010, -5.27191], [-1.34045, -8.40867, 4.43140], [1.04674, 0.27826, -1.82418], [6.55360, 1.71920, 1.81501], [-5.16517, 4.44950, -3.52658], [-2.73399, -1.08401, -6.02517], [1.96618, 5.38632, 1.43799], [-1.10797, -1.04863, 1.02518], [4.58526, -3.84729, 3.15659], [-2.81608, 2.02082, -3.66390], [-1.75944, -9.16413, 2.91442], [4.81142, -1.93723, 4.86576], [-1.44752, -3.53564, 3.50643], [2.79622, 3.78822, 1.54104], [0.64813, 1.90454, 1.27857], [0.72848, 5.64932, -2.56228], [2.71905, -0.38953, -0.61662], [5.92292, -0.83187, 6.52099]],
  "homo_ha": -0.304,
  "orbital_gap_ev": 8.7
}

(2)
{
  "formula": "C39H57IrN9P2S",
  "method": "ωB97M-V/def2-TZVPD",
  "elements": ["C", "H", "H", "H", "H", "C", "H", "N", "C", "C", "C", "N", "H", "C", "C", "H", "H", "H", "C", "C", "H", "H", "H", "H", "H", "H", "C", "H", "P", "H", "H", "N", "P", "C", "H", "C", "C", "H", "H", "N", "Ir", "C", "H", "H", "C", "C", "C", "N", "C", "N", "H", "H", "N", "H", "S", "C", "C", "H", "C", "C", "H", "N", "C", "C", "H", "H", "C", "H", "H", "H", "H", "H", "H", "H", "H", "C", "C", "H", "H", "C", "H", "H", "H", "H", "C", "H", "C", "H", "C", "C", "H", "H", "H", "C", "C", "C", "H", "H", "H", "C", "H", "C", "H", "N", "H", "H", "C", "C", "H"],
  "coordinates": [[-1.02860, -3.18990, 1.63810], [-1.32360, -2.10840, -2.67400], [-1.38510, 2.99920, -1.13010], [-2.56540, -2.73060, 3.76420], [-2.86780, -5.16680, 0.91520], [4.38270, 0.28610, -0.62710], [1.29590, -4.66130, 0.37010], [-2.35780, 0.61630, -0.14710], [-3.52730, -4.43000, 2.83720], [3.12480, -0.01360, -1.07770], [1.88300, 1.92130, 5.14520], [0.08930, 2.31160, 0.23660], [-0.40820, -2.66710, 2.37650], [-0.42330, -0.27570, 3.50760], [-3.98770, 0.05890, -3.35240], [-0.41610, 1.04450, -5.31550], [6.23210, 1.02210, 1.05710], [1.27640, 6.30700, 1.12360], [-4.98170, 0.30390, 0.71210], [-1.58790, -3.97930, -3.71560], [5.10820, 1.18540, 2.41230], [-2.55770, -6.26320, 2.25130], [-2.99310, -2.84320, 0.76080], [1.89480, -3.66440, 2.38000], [-1.58580, -6.07960, -4.16590], [-1.60970, -3.46300, -4.67630], [-2.41330, -2.53310, 1.63120], [1.96060, -2.03370, 1.70700], [-0.14340, -2.74750, 0.04940], [-1.22240, -0.97800, 3.42050], [1.86370, -3.63120, -1.88770], [0.83700, 4.30080, 0.81940], [2.25870, 2.21740, 2.04440], [-1.13120, -4.66220, 2.08540], [-3.51230, -4.83170, 3.85110], [-0.16040, 4.49510, -0.07770], [-4.02990, 0.86360, 1.55410], [-2.62470, -4.13940, -3.41050], [5.37090, 2.54580, 1.30210], [0.23410, 0.23110, 2.43070], [-0.03160, -0.08350, 0.02780], [1.59210, 5.33010, 1.48500], [-0.84710, -4.71380, 3.13820], [-0.18940, 0.11460, 5.68050], [-1.03760, 0.15140, -5.38620], [1.13240, 1.08040, 2.92640], [-1.08890, -3.71570, -1.27450], [-2.03920, 0.14460, -4.35500], [5.28900, 1.46100, 1.37290], [-3.00570, 0.13450, -2.37690], [2.94080, 1.70160, 4.98170], [-5.03490, 0.04340, -3.14080], [1.06150, 1.12210, 4.27550], [-0.10350, -6.82690, -2.52840], [-0.20160, 0.29340, -2.46270], [3.74750, -3.20740, 1.37730], [-2.54890, -5.21210, 1.95890], [1.42500, 5.29080, 2.56320], [3.62380, -4.33270, -0.86630], [1.50520, -3.59250, 0.25790], [-0.38810, -0.71910, -5.29140], [4.22580, 0.96900, 0.53250], [-3.31010, 0.23010, -1.00540], [2.22170, -3.08230, 1.51760], [4.40980, -3.93140, -1.50860], [1.63760, 1.70080, 6.18160], [-2.73480, 0.96150, 1.09000], [-1.88810, -5.70600, -1.31710], [5.20170, -4.59450, 0.58770], [-0.43610, -5.30560, 1.54790], [3.39020, -5.32610, -1.25150], [2.72550, -2.37340, -1.00720], [2.65860, 5.21400, 1.28670], [2.83650, -0.48950, -1.99230], [-3.81560, 0.01440, -5.53900], [4.12020, -4.44780, 0.57600], [2.89970, 1.07540, 0.76690], [-2.13050, -3.51850, -0.98880], [-5.99060, 0.13370, 1.05540], [0.96980, 2.96480, 0.98470], [-1.52600, 0.13170, -6.35700], [-1.95300, 1.34350, 1.72720], [-0.37530, -5.62730, -0.44650], [-5.35920, -0.44210, -1.23970], [-4.62070, -0.01740, -0.58260], [-0.46600, 5.47060, -0.39850], [-0.61290, 3.25470, -0.43380], [4.14580, -2.32760, 0.86960], [-0.89690, -5.24820, -1.32280], [-0.86320, -5.31850, -3.86510], [-4.28130, 1.20030, 2.54480], [0.86120, -5.37260, -2.56770], [-4.09100, -2.34190, 2.98070], [-1.79790, 0.20040, -3.02650], [2.40220, -3.41260, -0.96650], [0.08140, 0.27010, 4.65610], [3.68980, -5.32860, 1.06050], [5.34560, 0.06660, -1.04000], [1.71450, 2.98410, 4.96290], [-0.89580, -3.11040, -2.66540], [-2.29270, -1.44640, 1.57030], [-3.38060, 0.05950, -4.56040], [0.16130, -3.02620, -2.91680], [2.21320, 0.46200, -0.19510], [4.19850, -3.25630, 2.36750], [-0.12150, -5.26220, -4.66410], [-0.16800, -5.73790, -2.56880], [-3.18110, -2.93790, 2.88620], [-4.54200, -4.56910, 2.46490]],
  "spin_multiplicity": 5,
  "total_charge": 3,
  "homo_ha": [-0.559, -0.596],
  "orbital_gap_ev": [7.4, 5.4]
}

Listing energy above the lowest of the compared OMol25 structures with the same formula, charge and spin for the structures above in their given order: 0.0000, 0.7400 eV.
Listing total energy for the structures above in their given order: -109293.555, -87007.650 eV.